Below is one molecule with the formula C7H11N, with properties calculated with ωB97M-V with the def2-TZVPD basis set.

energy relative to the best compared isomer or geometry (same formula, charge and spin): 49.1 kcal per mole
strongest force on any atom: 0.074 hartree/bohr
multiplicity: 1
energy: -328.00974 hartree
frontier orbital gap: 9.76 eV
molar mass: 109.172 g mol⁻¹

Geometry as XYZ:
```
19
C7H11N ωB97M-V with the def2-TZVPD basis set
C -0.18 -0.70 -2.07
C -0.04 -0.35 -0.59
C 0.48 -1.48 0.29
C 0.22 -1.08 1.49
C -0.35 0.39 1.48
C 0.76 1.29 0.91
N 0.93 0.76 -0.50
C -1.22 0.35 0.10
H 0.74 -0.94 -2.54
H -0.57 0.18 -2.62
H -0.84 -1.49 -2.20
H 1.08 -2.29 -0.06
H 0.30 -1.59 2.45
H -0.69 0.70 2.45
H 1.76 1.29 1.42
H 0.49 2.33 0.99
H 0.66 1.58 -1.07
H -2.13 -0.32 0.25
H -1.41 1.38 -0.18
```